12
Properties=species:S:1:pos:R:3 method="wB97M-V/def2-TZVPD" e_lumo_ev=-15.482 charge=+3 energy_ha=-668.06739 molar_mass_g_mol=233.775 homo_energy_ev=-24.990 homo_lumo_gap_ev=9.5
O -0.44583 -2.70333 -1.74998
C 0.42251 -3.05112 -2.39575
Sn -1.88574 -1.96054 -0.56956
C 0.23849 1.17613 1.29034
C -0.22111 -0.21790 1.06512
O -0.88437 -0.47841 0.07326
C 0.70837 1.74092 -1.02904
O 1.01758 1.64508 0.13616
O 0.65432 1.71305 -2.15880
H 0.90388 1.25449 2.16065
H -0.61708 1.86017 1.38730
H 0.10896 -0.97854 1.79031